(1)
# C5H7NO

A structure of composition C5H7NO (ωB97M-V/def2-TZVPD, the OMol25 dataset).

Properties
**ΔE to the lowest compared entry with this formula, charge and spin**: 67.81 kcal per mole
**Charge**: 0
**Largest force on an atom**: 0.0099 hartree/bohr
**E_HOMO**: -9.691 eV

Cartesian coordinates (Å):
O  1.6463  -0.8270  -0.9531
C  1.1131  -0.3257  0.2465
C  0.4824  1.0441  0.3130
C  -0.9269  0.9335  -0.1473
C  -1.2079  -0.5018  -0.5387
C  -0.2849  -0.8157  0.6413
N  -0.5746  0.5704  1.2506
H  2.0768  -0.1025  -1.4215
H  1.8120  -0.4584  1.0838
H  0.9741  2.0003  0.4699
H  -1.5209  1.8170  -0.3627
H  -0.9288  -0.8613  -1.5328
H  -2.2422  -0.7648  -0.3014
H  -0.4186  -1.7081  1.2525

---

(2)
# C4H17NO3

A cluster of 4 separate species, C4H17NO3 in total in a non-equilibrium geometry (ωB97M-V/def2-TZVPD, the OMol25 dataset).

Properties
**ΔE to the lowest compared entry with this formula, charge and spin**: 17.07 kcal per mole
**Charge**: 0
**Largest force on an atom**: 0.0526 hartree/bohr
**E_HOMO**: -9.499 eV
**Structure (SMILES)**: CCCNC.O.O.O

Cartesian coordinates (Å):
C  -2.2477  -1.0370  1.4053
C  -1.5554  -0.0625  0.4657
C  -0.3541  0.6725  1.0897
N  0.9054  0.4425  0.3555
C  2.0354  0.8927  1.1644
H  -2.8259  -0.5710  2.2021
H  -3.0106  -1.6174  0.8778
H  -1.4818  -1.7533  1.7085
H  -1.1404  -0.5898  -0.3973
H  -2.2590  0.6393  0.0153
H  -0.5517  1.7431  1.1102
H  -0.2267  0.2884  2.1103
H  1.0129  -0.5538  0.3234
H  1.9821  1.9991  1.1429
H  2.0038  0.7145  2.2441
H  2.9860  0.7329  0.6626
O  0.8655  2.6204  -2.0704
H  1.6091  3.1395  -1.7628
H  0.6477  1.9134  -1.4723
O  -0.2094  -0.5785  -2.6288
H  0.4730  0.0917  -2.5910
H  -0.7416  -0.4314  -3.4137
O  0.9955  -2.8872  -0.5733
H  0.4602  -3.6374  -0.8547
H  0.6274  -2.1707  -1.1137

---

(3)
# C2H3BrN2S

A structure of composition C2H3BrN2S in a non-equilibrium geometry (ωB97M-V/def2-TZVPD, the OMol25 dataset).

Properties
**ΔE to the lowest compared entry with this formula, charge and spin**: 1.58 kcal per mole
**Charge**: 0
**Largest force on an atom**: 0.0605 hartree/bohr
**E_HOMO**: -10.383 eV

Cartesian coordinates (Å):
C  -0.2337  0.4473  1.8918
C  -0.3491  -0.3646  -0.0534
N  -1.0831  0.1392  0.9564
N  0.9180  -0.5637  0.0491
S  1.3134  -0.0920  1.5355
Br  0.2811  0.7729  -3.3701
H  -0.6602  0.7815  2.8773
H  -0.6934  -0.6002  -1.0780
H  0.5069  -0.5203  -2.8086